1.
DFT (ωB97M-V/def2-TZVPD) results for one molecule with the formula C3H6N2OS2 in a non-equilibrium geometry.

Last column: natural (NBO) charge in e.
Element x y z (Å)
H  2.0536  -1.7271  -0.0058  0.262
C  0.5131  -0.6926  -1.0753  0.549
H  0.1907  1.4533  0.6420  0.225
H  2.1076  -0.0362  -0.2615  0.246
O  1.0598  -0.7521  -2.2138  -0.600
C  1.4658  -0.8188  0.0204  -0.607
H  -2.3487  0.5573  -1.3197  0.380
C  -0.0667  0.8743  1.5146  -0.605
N  -0.7728  -0.4644  -0.7531  -0.258
H  -1.0912  0.6636  -2.4862  0.376
N  -1.5046  0.1158  -1.7154  -0.521
S  -1.0738  1.4073  2.7525  0.129
S  0.6550  -0.7318  1.6502  0.294
H  -1.1879  0.1515  3.2511  0.130

The total energy is -1098.90601 Eh.

2.
DFT (ωB97M-V/def2-TZVPD) results for a 13-piece molecular cluster, C37H49N13O3 overall in a non-equilibrium geometry.

Last column: Löwdin charge in e.
Element x y z (Å)
C  -0.2292  1.8514  0.1475  -0.342
C  -1.4174  2.3573  1.1570  -0.118
H  -0.5907  1.8416  -0.9712  0.108
H  -3.0171  2.5017  -2.4313  0.070
C  -2.1566  -0.9608  1.1024  -0.177
C  3.9738  1.2908  1.7072  -0.184
O  -3.0834  -0.4539  0.2844  0.006
C  4.8648  -6.6676  4.8533  -0.096
N  -4.0085  7.1090  -8.8181  0.077
C  -9.0255  -1.2526  -3.1130  -0.074
C  -1.4743  -2.6834  2.7215  -0.192
C  1.4603  -2.2765  4.4413  0.009
N  2.8955  -8.8379  4.3733  0.096
N  -3.3106  4.8898  -0.1478  0.108
C  -5.4828  0.0667  -5.3005  -0.069
H  -5.5218  -0.3832  -4.3046  0.073
H  4.7003  0.4884  -0.1550  0.064
C  5.0810  0.7031  0.8474  -0.106
C  -9.0047  -0.9012  -4.5916  -0.204
C  -3.6024  6.4496  -7.8229  -0.214
C  5.8374  -3.8266  -2.0553  -0.195
C  -3.1130  5.6546  -6.6233  -0.092
C  5.5875  -4.6981  -3.2754  -0.071
C  -3.3552  8.0253  0.6871  -0.106
H  5.6463  -4.0930  -4.1842  0.074
H  -8.0221  -1.1482  -2.6909  0.071
H  -4.0889  -1.4805  4.3722  0.074
C  1.3443  -2.0898  2.8198  -0.144
N  0.9588  3.0246  -2.9395  0.101
H  4.6617  -2.6913  1.5511  0.084
H  0.6788  3.9239  0.9065  0.077
H  -1.4450  3.5436  1.2206  0.066
N  6.0447  -3.1035  -1.0432  0.102
H  7.4069  -1.1828  -3.1231  0.071
H  -3.1850  6.2636  -5.7180  0.073
H  -3.0650  -2.8315  4.9168  0.043
C  -4.6698  1.3503  -5.2578  -0.156
C  3.7818  -2.5534  2.3466  -0.110
H  -3.3942  7.5754  1.6830  0.074
H  -2.4570  2.0559  0.6540  0.066
C  4.1925  -2.8140  3.9110  -0.044
N  5.4751  -4.3466  6.2585  0.089
H  1.4556  0.5272  1.1788  0.087
H  1.1689  3.4932  -0.8656  0.029
H  0.1418  -8.7646  6.2213  0.078
C  2.6124  4.9052  -4.1491  -0.071
H  -0.2116  -7.7563  4.7970  0.079
H  -1.3195  1.8659  2.2147  0.091
C  0.9593  3.0260  0.2098  -0.111
N  -3.9953  2.4151  -5.2224  0.105
C  -2.5422  9.3089  0.7298  -0.217
H  -5.0231  -0.6429  -5.9940  0.082
H  -6.5016  0.2817  -5.6343  0.046
H  3.8371  -6.6197  4.4829  0.041
N  2.4283  -2.2136  1.7883  0.031
C  6.9061  0.4822  -1.8518  -0.162
H  6.7150  0.2159  -3.9806  0.075
N  3.0553  1.7784  2.4205  0.100
H  1.9781  2.5890  0.6183  0.030
H  5.9090  1.4130  0.7694  0.031
N  -4.6652  -1.7792  7.6252  0.075
H  -4.3741  8.2403  0.3533  0.074
H  -3.7232  4.7560  -6.4975  0.040
H  5.6630  -0.8423  -3.0092  0.064
C  0.4546  0.4142  0.5383  -0.110
H  5.4481  -0.2245  1.2952  0.064
C  1.7086  3.8774  -3.4879  -0.177
H  2.5513  5.8557  -3.6119  0.080
C  2.9668  -2.6586  5.0370  -0.021
H  -2.0706  5.3594  -6.7719  0.073
H  2.3030  5.0616  -5.1861  0.076
H  -9.7072  -0.5838  -2.5804  0.079
H  4.9674  -7.5375  5.5078  0.068
O  -1.5003  -3.7761  3.5022  -0.008
H  6.3382  -5.4916  -3.3267  0.079
H  5.2892  -3.0910  4.2522  0.067
H  3.6481  4.5545  -4.1354  0.076
H  5.5445  -6.7788  4.0040  0.081
H  -4.7610  2.8422  -2.3173  0.073
H  -4.7936  -3.1016  4.5858  0.083
H  0.5330  -2.1786  5.1829  0.107
N  7.1134  1.2053  -0.8397  0.102
H  3.1947  -2.8426  6.1762  0.079
C  6.6562  -0.3893  -3.0718  -0.085
C  5.1984  -5.3990  5.6213  -0.195
C  1.8243  -8.4499  4.9137  -0.181
C  -0.1888  -1.7591  2.2376  0.023
C  -4.0632  -2.3895  4.9796  -0.085
C  -4.3923  -2.0559  6.4256  -0.208
C  -0.5508  -0.6685  1.2469  0.012
C  -3.7677  3.2952  -2.3800  -0.098
N  -1.8677  10.3738  0.7652  0.070
H  0.8146  -0.0877  -0.4833  0.141
H  -2.8955  7.3157  -0.0065  0.033
C  0.5331  -7.9821  5.5652  -0.066
C  -3.5179  4.1668  -1.1599  -0.172
H  -9.3624  -2.2843  -2.9797  0.079
O  -2.6107  -2.0192  2.0646  -0.008
H  -3.7090  3.9004  -3.2888  0.043
H  4.5942  -5.1512  -3.2127  0.080
N  -8.9875  -0.6097  -5.8184  0.092
H  0.7190  -7.0815  6.1567  0.078

The total energy is -2375.94043 Eh.

3.
DFT (ωB97M-V/def2-TZVPD) results for one molecule with the formula C9H11NO2 in a non-equilibrium geometry.

Last column: natural (NBO) charge in e.
Element x y z (Å)
C  -2.6247  -0.4349  -0.2881  -0.185
H  0.9963  -1.6047  -1.3362  0.384
H  1.5993  0.2663  1.0846  0.241
H  -1.6194  2.5222  0.6876  0.238
C  -2.7762  0.7806  0.3741  -0.246
C  1.8018  -0.5261  0.3332  -0.274
C  -1.6966  1.6020  0.2231  -0.112
H  -1.4344  -1.8537  -1.5116  0.228
C  -0.2490  -0.1307  -0.6427  0.227
O  1.9429  2.0860  -0.8781  -0.675
H  -3.5191  -0.9804  -0.6599  0.218
N  1.0874  -0.4849  -0.9424  -0.664
H  3.0638  -0.5273  0.5521  0.220
C  -1.4911  -1.0366  -0.7668  -0.273
C  1.5119  -1.7965  0.9333  -0.615
H  -3.7598  1.2559  0.8949  0.242
H  0.4078  -2.0695  1.2721  0.226
H  1.7113  -2.4901  -0.0080  0.179
H  2.3458  -1.9674  1.7737  0.225
C  -0.3501  1.0600  -0.0539  -0.248
C  0.6798  2.1162  -0.2479  0.744
O  0.4722  3.1084  0.4285  -0.579
H  1.9003  1.1054  -1.2215  0.499

Its SMILES is CCNc1ccccc1C(=O)O. The total energy is -554.62539 Eh.

4.
DFT (ωB97M-V/def2-TZVPD) results for one molecule with the formula C5H7ClOS in a non-equilibrium geometry.

Last column: natural (NBO) charge in e.
Element x y z (Å)
H  -0.9375  0.6767  -1.2704  0.243
C  0.9900  0.7140  0.9216  -0.322
H  1.2752  1.5218  1.6714  0.260
S  1.9918  2.5282  -0.8332  0.018
H  0.3524  -0.1583  -2.2784  0.229
C  0.2788  -0.2972  1.3708  0.063
O  -1.8368  -0.9934  0.4964  -0.731
H  -0.3041  -2.3613  1.2116  0.200
C  -0.4466  -1.4382  0.6435  -0.122
H  0.1347  1.6604  -2.4581  0.253
H  -2.3806  -1.6972  0.0302  0.479
C  1.0631  1.1644  -0.4956  -0.062
H  -0.1034  -1.4944  -0.3610  0.182
Cl  -0.1610  -0.6143  3.0487  0.001
C  0.0840  0.7888  -1.6974  -0.691

Its SMILES is CC(=S)/C=C(/Cl)CO. The total energy is -1128.25532 Eh.

5.
DFT (ωB97M-V/def2-TZVPD) results for C2H2F2S2 as an isolated structure in a non-equilibrium geometry.

Last column: natural (NBO) charge in e.
Element x y z (Å)
S  0.3235  1.0624  -0.6298  0.178
S  -0.6981  -1.1613  0.7310  0.001
C  -0.6762  -0.4418  -1.0031  -0.072
F  1.9341  0.4413  1.3629  -0.287
C  0.7131  0.5371  1.0803  0.127
H  -1.7010  -0.2327  -1.5246  0.221
F  0.0727  -1.2302  -1.8446  -0.361
H  0.0319  1.0252  1.8280  0.193

The total energy is -1073.43421 Eh.

6.
DFT (ωB97M-V/def2-TZVPD) results for C14H32NO3P2PbSi as an isolated structure in a non-equilibrium geometry.

Last column: Löwdin charge in e.
Element x y z (Å)
O  2.8306  3.1072  -3.3700  -0.063
H  -1.8211  1.9123  -2.9820  0.048
H  -2.7554  -1.4606  -0.7991  0.133
H  4.8569  -1.0680  0.3054  0.083
H  -4.0756  1.9536  0.5915  0.067
H  1.7475  -0.7775  5.3076  0.059
H  -1.7017  -0.9653  5.8966  0.057
C  -0.2107  1.5989  4.1767  -0.190
H  0.3546  3.1884  -2.7213  0.136
C  4.1256  -0.2536  0.4328  -0.213
O  -0.5103  -0.5209  2.2254  -0.573
H  3.5915  3.1320  -2.7341  0.077
C  -1.3421  -2.1371  -3.2407  0.055
Si  -0.3026  -0.2689  3.8297  0.264
C  -1.7632  -1.0030  4.7911  -0.153
C  -2.6269  1.9986  -2.2442  -0.257
O  0.0028  3.4880  -1.8769  0.217
H  -2.3203  -2.5596  -3.4189  0.147
H  0.6990  2.0638  3.7626  0.020
C  -4.0562  1.0623  -0.0464  -0.217
H  1.3778  -2.0908  4.1699  0.035
C  -2.5055  -0.7144  -1.5929  -0.269
H  2.8470  -2.9937  0.9214  0.087
H  -0.3111  -3.2792  -4.7394  0.150
C  2.4186  -1.2387  -1.7126  -0.065
H  -0.1986  1.8038  5.2676  0.059
H  4.1834  0.0875  1.4853  0.071
H  0.5557  4.1746  -1.4476  0.196
H  1.9101  -2.2643  -4.1658  0.139
H  2.1669  -0.6119  3.5859  0.011
N  -0.0192  -0.5965  -1.9245  0.049
H  -4.8298  1.1501  -0.8227  0.079
H  -0.0873  2.5502  -1.2836  0.098
C  1.3956  -0.9952  4.2791  -0.167
H  1.4577  -2.2402  1.7956  0.028
H  -1.8847  -2.0630  4.5126  0.037
H  1.2394  -2.8464  0.1250  0.065
C  1.1365  -1.2015  -2.4245  -0.301
C  1.0018  -1.9430  -3.6681  0.063
H  -3.3610  -0.7045  -2.3155  0.129
C  -1.2099  -1.1216  -2.2894  -0.297
H  -1.0775  2.1402  3.7639  0.028
C  1.9471  -2.3641  0.8155  -0.177
H  2.8838  2.2576  -3.8452  0.049
H  -2.7480  3.0465  -1.9578  0.068
P  2.4123  -0.7558  0.0077  0.838
Pb  0.0650  0.8217  0.5672  1.157
H  -4.2600  0.1887  0.5848  0.072
C  -0.2189  -2.5227  -3.9603  0.024
P  -2.4047  0.9450  -0.7933  0.751
H  -2.6988  -0.4894  4.5068  0.037
H  -3.5511  1.6783  -2.7372  0.077
H  3.2121  -0.9073  -2.4011  0.119
H  4.4329  0.6093  -0.1925  0.063

The total charge is +3. The total energy is -1997.10082 Eh.

7.
DFT (ωB97M-V/def2-TZVPD) results for one molecule with the formula C16H17ClFN3O in a non-equilibrium geometry.

Last column: natural (NBO) charge in e.
Element x y z (Å)
C  1.3593  1.8899  0.2643  0.051
N  0.2964  -0.2350  1.1218  -0.395
H  -3.8791  -4.8056  -0.6105  0.221
H  -0.2338  -0.4477  -1.0575  0.198
H  0.9966  3.5143  -3.5983  0.230
H  0.1492  -2.7056  0.0278  0.165
H  -2.7097  -2.4025  -1.0507  0.196
C  1.6518  3.3380  -1.5637  -0.070
C  -2.7739  -4.7972  1.2322  -0.399
H  -1.6591  -3.7024  -1.0353  0.164
H  -0.0602  -1.5771  2.8236  0.196
C  2.1320  5.2674  -2.8702  -0.089
H  1.3436  -1.8245  1.8501  0.195
H  -3.4077  -5.1778  1.9788  0.207
O  1.9552  0.7297  2.1857  -0.627
H  -1.9654  -3.6025  2.8903  0.206
C  -2.3480  -3.1765  -0.3689  -0.232
C  2.2453  3.8894  -0.4933  0.058
H  -1.6448  -0.3536  -0.0112  0.212
Cl  2.2711  6.0177  -4.3603  0.047
H  -0.8020  -4.2336  1.6478  0.172
C  2.8080  5.8598  -1.6795  -0.278
C  2.8394  5.1432  -0.4571  0.400
H  -4.2587  -3.3360  0.5146  0.214
C  1.5036  4.0576  -2.7787  -0.208
C  1.1862  0.8193  1.2070  0.632
F  3.1711  5.7396  0.6661  -0.297
H  0.5785  1.3290  -1.6451  0.211
H  2.5867  3.1515  1.5008  0.440
H  3.2515  6.7896  -1.7391  0.226
C  -1.7048  -3.7733  1.8107  -0.221
H  -2.2344  -5.6380  0.8382  0.196
C  -0.4715  -2.0177  0.5348  -0.025
N  -1.7017  -2.6295  0.8483  -0.445
C  -3.5107  -4.0339  0.1147  -0.412
C  -0.5795  -0.6734  -0.0436  -0.225
C  1.1000  2.0281  -1.0771  -0.227
C  0.4003  -1.4443  1.7983  -0.186
N  2.1191  3.0237  0.5845  -0.502

Its SMILES is O=C(c1cc2cc(Cl)cc(F)c2[nH]1)N1CC(N2CCCC2)C1. The total energy is -1419.37286 Eh.

> What is the formula in the second record?

C37H49N13O3